C4H7NO | the ωB97M-V functional and the def2-TZVPD basis

Values from the calculation:
Lowest unoccupied orbital energy = 0.885 eV
Total charge = 0
Relative energy (zero: lowest compared OMol25 entry of this formula, charge and spin) = 34.8 kcal/mol
Structure (SMILES) = CCOCC#N
Kohn-Sham gap = 11.7 eV
HOMO = -10.83 eV

```
13
C4H7NO the ωB97M-V functional and the def2-TZVPD basis
C 0.8732 1.3360 1.1701
C 0.8200 0.2200 0.1506
O -0.3733 -0.5229 0.3710
C -0.6880 -1.3698 -0.6924
C -1.1460 -0.6078 -1.8797
N -1.4862 0.0117 -2.7946
H 0.8225 0.9310 2.1843
H 1.8023 1.9049 1.0663
H 0.0305 2.0173 1.0229
H 1.6897 -0.4511 0.2371
H 0.8155 0.6379 -0.8662
H -1.4945 -2.0325 -0.3670
H 0.1684 -1.9926 -0.9927
```

Results of the natural (NBO) charge analysis, in e, for atoms 1 through 8: C -0.62; C -0.07; O -0.51; C -0.16; C 0.24; N -0.31; H 0.22; H 0.22



C4H2N3S | the ωB97M-V functional and the def2-TZVPD basis

Values from the calculation:
Lowest unoccupied orbital energy (spin up / spin down) = 1.452 / 1.439 eV
Total charge = -1
Relative energy (zero: lowest compared OMol25 entry of this formula, charge and spin) = 79.2 kcal/mol
Kohn-Sham gap (spin up / spin down) = 4.7 / 4.7 eV
HOMO (spin up / spin down) = -3.26 / -3.26 eV

```
10
C4H2N3S the ωB97M-V functional and the def2-TZVPD basis
C -2.1888 1.4092 0.0864
C -0.7818 -0.5477 -0.7035
C 1.1247 -0.6942 0.6202
C -1.5129 0.5538 -0.7311
N -2.6695 2.3424 0.6232
N -0.1582 -0.7740 0.4767
N 1.9658 -0.2432 -0.2703
S 3.5827 -0.0045 -0.1279
H -0.8417 -1.3078 -1.6036
H 1.4799 -0.7340 1.6300
```

Results of the natural (NBO) charge analysis, in e, for atoms 1 through 8: C 0.20; C -0.04; C 0.13; C -0.24; N -0.43; N -0.35; N -0.55; S 0.00



C2H6O2 | the ωB97M-V functional and the def2-TZVPD basis

Values from the calculation:
Lowest unoccupied orbital energy = 0.521 eV
Total charge = 0
Relative energy (zero: lowest compared OMol25 entry of this formula, charge and spin) = 8.0 kcal/mol
Structure (SMILES) = O=CO.C
Kohn-Sham gap = 11.4 eV
HOMO = -10.90 eV

```
10
C2H6O2 the ωB97M-V functional and the def2-TZVPD basis
O -5.3175 -1.4473 0.3197
C -5.0980 -2.3539 1.0435
O -4.7719 -2.2919 2.3364
H -5.1173 -3.3959 0.6696
H -4.8859 -3.1778 2.7520
C 5.0779 2.5086 -1.4511
H 4.2431 1.8329 -1.2826
H 5.7374 2.5618 -0.5907
H 5.5517 2.2837 -2.3916
H 4.5806 3.4798 -1.4054
```

Results of the natural (NBO) charge analysis, in e, for atoms 1 through 8: O -0.54; C 0.65; O -0.68; H 0.07; H 0.49; C -0.85; H 0.21; H 0.21



C42H61BrN5O2PdSTe | the ωB97M-V functional and the def2-TZVPD basis

Values from the calculation:
Lowest unoccupied orbital energy (spin up / spin down) = -5.989 / -6.317 eV
Spin multiplicity = 2
Total charge = +2
Relative energy (zero: lowest compared OMol25 entry of this formula, charge and spin) = 31.2 kcal/mol
Kohn-Sham gap (spin up / spin down) = 6.0 / 5.6 eV
HOMO (spin up / spin down) = -12.03 / -11.91 eV
Expectation value of S² = 0.85

```
114
C42H61BrN5O2PdSTe the ωB97M-V functional and the def2-TZVPD basis
Pd -0.3249 -0.7155 0.8458
N -2.7874 -7.1053 1.0804
C -1.9767 -5.8401 0.8151
C -1.5540 -5.2372 2.1393
C -0.6958 -3.9761 1.9305
N -1.4457 -2.8057 1.4280
C 0.4565 -4.2724 0.9853
C 0.0126 -4.9139 -0.3238
N -0.8458 -3.9777 -1.0609
C -0.7858 -6.1874 -0.0528
H -3.6221 -6.9164 1.6364
H -2.2260 -7.7889 1.5917
H -3.0835 -7.5453 0.2080
H -2.6500 -5.1751 0.2774
H -0.9473 -5.9728 2.6833
H -2.4224 -5.0010 2.7641
H -0.2971 -3.7088 2.9105
H -2.3007 -2.6476 1.9462
H -1.6713 -2.9568 0.4480
H 1.1623 -4.9465 1.4805
H 0.9849 -3.3520 0.7510
H 0.9155 -5.1907 -0.8727
H -1.1083 -4.3785 -1.9556
H -0.2894 -3.1498 -1.2712
H -0.1450 -6.9128 0.4639
H -1.1098 -6.6389 -0.9962
C -0.6990 8.0452 -0.6621
C -0.5581 6.5446 -0.6674
C 0.6897 5.9404 -0.7640
C 0.8274 4.5578 -0.7745
C 2.2143 3.9600 -0.8834
C -0.3247 3.7601 -0.6941
Te 0.0090 1.5977 -0.6879
N 0.5803 -0.3996 -1.2377
C 1.7255 -1.0807 -1.4401
O 1.8685 -2.2212 -0.9617
C 2.7999 -0.4908 -2.2983
C 3.2510 -1.2489 -3.3719
C 4.2398 -0.7482 -4.2080
C 4.7952 0.4990 -3.9573
C 4.3627 1.2454 -2.8660
C 3.3605 0.7545 -2.0407
C -1.5531 1.3180 -2.1027
C -2.6529 0.4883 -1.8827
C -2.8737 -0.2745 -0.6078
C -3.6153 0.3667 -2.8777
C -3.5063 1.0340 -4.0891
C -4.5515 0.8953 -5.1652
C -2.3745 1.8082 -4.3020
C -1.3790 1.9603 -3.3443
C -0.1630 2.7744 -3.7355
C -1.5971 4.3406 -0.5716
C -2.8873 3.5527 -0.4415
C -1.6804 5.7288 -0.5557
H 0.2611 8.5356 -0.8176
H -1.1056 8.3948 0.2890
H -1.3812 8.3768 -1.4469
H 1.5770 6.5629 -0.8327
H 2.9790 4.7282 -0.7818
H 2.3712 3.4754 -1.8512
H 2.4013 3.2150 -0.1034
H 2.8256 -2.2292 -3.5503
H 4.5796 -1.3344 -5.0529
H 5.5695 0.8875 -4.6076
H 4.8107 2.2098 -2.6565
H 3.0420 1.3233 -1.1737
H -1.8843 -0.5208 -0.2103
H -3.4070 -1.2095 -0.7773
H -3.3952 0.3070 0.1564
H -4.4767 -0.2698 -2.6990
H -5.4179 0.3360 -4.8129
H -4.1421 0.3747 -6.0333
H -4.8944 1.8742 -5.5068
H -2.2457 2.3025 -5.2603
H -0.1054 2.8580 -4.8203
H 0.7757 2.3119 -3.4164
H -0.1992 3.7805 -3.3193
H -2.7475 2.5932 0.0632
H -3.3277 3.3415 -1.4189
H -3.6182 4.1218 0.1353
H -2.6595 6.1903 -0.4513
C 4.0618 -3.5231 0.7384
C 4.1116 -2.1311 1.3644
C 2.9898 -1.8465 2.3731
S 1.8458 -0.5030 1.8914
O 2.5905 0.4322 1.0020
C 1.6508 0.2367 3.5196
C 2.8638 1.0550 3.9787
C 2.8650 2.4847 3.4372
H 4.9788 -3.7159 0.1793
H 3.2240 -3.6201 0.0475
H 3.9868 -4.2930 1.5141
H 4.1154 -1.3537 0.5959
H 5.0510 -2.0203 1.9067
H 3.3873 -1.4937 3.3221
H 2.3700 -2.7252 2.5738
H 1.4177 -0.6086 4.1758
H 0.7699 0.8730 3.4645
H 3.8038 0.5590 3.7245
H 2.8204 1.0796 5.0689
H 2.9731 2.5006 2.3529
H 3.6875 3.0536 3.8726
H 1.9347 2.9977 3.7002
Br -3.4474 -0.7266 6.0994
C -2.7266 0.3536 4.7469
C -2.7838 1.7319 4.8237
C -2.2202 2.4630 3.7896
C -1.6291 1.7946 2.7328
N -1.5782 0.4587 2.6576
C -2.1230 -0.2418 3.6543
H -3.2527 2.2196 5.6688
H -2.2369 3.5451 3.8003
H -1.1720 2.3531 1.9271
H -2.0663 -1.3219 3.5910
```

Results of the Löwdin charge analysis, in e, for atoms 1 through 8: Pd 0.48; N 0.23; C -0.29; C -0.10; C -0.34; N 0.03; C -0.13; C -0.35



C4H14N3O | the ωB97M-V functional and the def2-TZVPD basis

Values from the calculation:
Lowest unoccupied orbital energy = -3.350 eV
Total charge = +1
Relative energy (zero: lowest compared OMol25 entry of this formula, charge and spin) = 64.9 kcal/mol
Kohn-Sham gap = 10.7 eV
HOMO = -14.04 eV

```
22
C4H14N3O the ωB97M-V functional and the def2-TZVPD basis
C 2.2018 0.2014 -1.7723
C 0.9756 0.9657 -1.3737
C -0.3396 0.0431 -1.2162
N -0.6206 -0.1557 0.1804
C -1.8323 -0.4610 0.8282
N -3.1229 -0.5634 0.2035
N -1.6687 -0.7071 2.2888
H 2.3896 -0.6650 -1.0233
H 3.0765 0.7014 -2.3001
H 1.8867 -0.3408 -2.6559
H 1.0910 1.3358 -0.2505
H 0.6200 1.8721 -1.8902
H -1.0901 0.4898 -1.8401
H -0.0424 -0.9531 -1.8272
H 0.2081 0.0306 0.8568
H -3.0593 -0.5311 -0.8540
H -3.8297 -0.0127 0.6239
H -2.5300 -0.9163 2.7880
H -0.8724 -0.8919 2.7983
H 2.0296 -0.5117 2.5892
H 2.5976 0.8978 1.9936
O 1.9317 0.1720 1.8528
```

Results of the natural (NBO) charge analysis, in e, for atoms 1 through 8: C -0.65; C -0.38; C -0.25; N -0.58; C 0.71; N -0.80; N -0.79; H 0.23



C8H13N5O | the ωB97M-V functional and the def2-TZVPD basis

Values from the calculation:
Lowest unoccupied orbital energy = -0.464 eV
Total charge = 0
Relative energy (zero: lowest compared OMol25 entry of this formula, charge and spin) = 70.1 kcal/mol
Structure (SMILES) = CCCNc1ncnc(NC)c1N=O
Kohn-Sham gap = 7.8 eV
HOMO = -8.27 eV

```
27
C8H13N5O the ωB97M-V functional and the def2-TZVPD basis
C -3.3814 3.2099 -0.0490
C -2.8729 2.4414 -1.2921
C -1.5725 1.7442 -1.1589
N -1.7517 0.5500 -0.2641
C -0.8003 -0.2723 0.2758
N -1.3055 -1.2397 1.0268
C -0.4069 -2.0977 1.5455
N 0.9345 -2.0656 1.4350
C 1.4257 -1.2158 0.4676
N 2.7580 -1.1088 0.3146
C 3.5341 -2.1860 0.9448
C 0.5223 -0.2165 -0.2119
N 1.0639 0.6004 -1.1843
O 2.2219 0.6897 -1.5273
H -4.4728 3.3169 -0.2050
H -2.8580 4.1349 0.2422
H -3.3623 2.5436 0.8448
H -3.6896 1.6696 -1.5282
H -2.8084 3.2109 -2.0678
H -0.8299 2.4484 -0.8222
H -1.3353 1.4558 -2.1834
H -2.4304 0.7755 0.4156
H -0.8489 -2.9190 2.1500
H 3.0502 -0.4201 -0.4365
H 3.6287 -3.1110 0.2301
H 4.5656 -1.8258 1.2427
H 3.0314 -2.3945 1.9099
```

Results of the natural (NBO) charge analysis, in e, for atoms 1 through 8: C -0.62; C -0.41; C -0.22; N -0.56; C 0.47; N -0.54; C 0.34; N -0.58



C12H26BN4O3 | the ωB97M-V functional and the def2-TZVPD basis

Values from the calculation:
Lowest unoccupied orbital energy = -2.778 eV
Total charge = +1
Kohn-Sham gap = 8.8 eV
HOMO = -11.53 eV

```
46
C12H26BN4O3 the ωB97M-V functional and the def2-TZVPD basis
C 1.1409 3.0335 -3.3991
C 2.5201 3.1135 -2.7772
O 2.5588 2.6985 -1.4013
B 1.8719 1.6431 -0.9495
O 1.7413 0.4790 -1.6555
N 1.3903 1.7010 0.4690
C 0.9995 2.8590 1.0020
N 0.8568 4.0368 0.3377
C 0.4530 4.8990 1.2408
N 0.3142 4.3530 2.4482
N 0.6536 3.0355 2.3035
C 1.4505 0.4684 1.3090
C 2.9010 0.0058 1.3906
C 0.4280 -0.6050 0.8556
C 1.0045 -1.9318 0.3645
H 1.1346 3.6462 -4.3011
H 0.3784 3.4321 -2.7278
H 0.8829 2.0232 -3.7103
H 3.2411 2.5344 -3.3555
H 2.8649 4.1452 -2.7742
H 0.8637 0.0877 -1.6558
H 0.2461 5.9401 1.0519
H 0.0325 4.7625 3.3243
H 0.6442 2.3998 3.0818
H 1.1672 0.7374 2.3253
H 3.5144 0.8061 1.8061
H 2.9796 -0.8373 2.0749
H 3.2904 -0.2848 0.4175
H -0.2309 -0.1851 0.0924
H -0.2115 -0.8318 1.7099
H 0.1905 -2.5317 -0.0407
H 1.7476 -1.8054 -0.4206
H 1.4230 -2.5090 1.1861
C -4.4240 -3.8247 0.3812
C -3.7754 -4.3029 -0.9165
C -2.3699 -3.7331 -0.7835
O -2.0742 -3.7141 0.6153
C -3.2698 -3.9572 1.3654
H -5.2937 -4.4088 0.6760
H -4.7296 -2.7803 0.2887
H -3.7406 -5.3933 -0.9415
H -4.2847 -3.9578 -1.8146
H -2.3234 -2.7082 -1.1733
H -1.6142 -4.3313 -1.2943
H -3.2238 -4.9656 1.7874
H -3.3197 -3.2419 2.1873
```

Results of the natural (NBO) charge analysis, in e, for atoms 1 through 8: C -0.65; C -0.06; O -0.70; B 1.25; O -0.90; N -0.64; C 0.62; N -0.45



CH3I2N2 | the ωB97M-V functional and the def2-TZVPD basis

Values from the calculation:
Lowest unoccupied orbital energy = -4.834 eV
Total charge = +1
Relative energy (zero: lowest compared OMol25 entry of this formula, charge and spin) = 14.4 kcal/mol
Kohn-Sham gap = 7.3 eV
HOMO = -12.13 eV

```
8
CH3I2N2 the ωB97M-V functional and the def2-TZVPD basis
C 0.2289 -0.0542 -0.1131
N 1.0907 0.6310 0.2999
N -0.4140 -1.0813 -0.5949
I -4.6385 -1.2048 0.1043
I -6.2210 0.8657 -0.0541
H 1.4052 1.4387 0.8241
H -0.8684 -0.7756 -1.4440
H -1.0826 -1.7469 -0.1188
```

Atom-resolved charges from natural (NBO), all expressed in e: C 0.77; N -0.45; N -0.77; I -0.06; I 0.07; H 0.50; H 0.45; H 0.49



no.,energy (eV),molar mass (g/mol)
1,-7798.13379,85.11
2,-19481.98800,124.15
3,-6265.90597,62.07
4,-147724.80582,1013.97
5,-10885.34866,120.18
6,-18002.02328,195.23
7,-25641.45774,285.18
8,-20258.90300,296.86